133
Properties=species:S:1:pos:R:3:forces:R:3 method="wB97M-V/def2-TZVPD" smiles="COC(=O)OC.COC(=O)OC.COC(=O)OC.COC(=O)OC.COC(=O)OC.COC(=O)OC.COC(=O)OC.O=C1CCCO1.O=C1CCCO1.O=C1CCCO1.C1CCOC1" gap_ev=9.1 e_homo_ev=-9.102 largest_force_ev_per_a=5.00
C 10.333727 10.373977 0.355073 0.15 -0.43 -0.24
O 9.551967 9.178297 0.157713 1.90 1.22 -2.60
C 8.794997 8.762837 1.089133 -0.76 1.22 4.43
O 8.600277 9.360807 2.139883 -0.29 -0.24 -0.42
O 8.374507 7.589347 0.811163 -0.70 -2.97 -2.00
C 7.523287 6.758957 1.627073 0.61 1.84 0.60
H 9.769007 11.262737 0.073483 -0.05 -0.13 0.09
H 11.166827 10.212487 -0.329007 -0.04 0.32 0.06
H 10.709067 10.456827 1.375053 -0.27 -0.09 -0.03
H 6.560367 7.268447 1.662953 -0.25 -0.58 -0.07
H 7.946777 6.814847 2.629893 -0.16 -0.49 0.11
H 7.540357 5.761047 1.188913 -0.14 0.34 0.08
C -6.820223 7.014357 -8.746507 1.25 0.63 0.00
O -6.206853 5.942847 -7.997647 -0.67 0.78 0.03
C -6.713983 4.736457 -8.054017 -1.22 -1.74 -3.66
O -7.466133 4.261987 -8.903827 -0.13 1.57 1.03
O -6.093073 3.965127 -7.232937 1.55 -0.38 1.99
C -6.672663 2.748277 -6.808397 -0.64 -0.20 0.60
H -7.347853 6.795137 -9.674757 -0.18 -0.77 0.46
H -5.933923 7.574507 -9.044517 -0.20 0.34 -0.02
H -7.393963 7.629707 -8.053487 -0.19 -0.21 -0.16
H -7.121433 2.098777 -7.559967 0.65 0.24 -0.51
H -7.518123 3.001377 -6.168677 0.10 -0.06 0.37
H -5.876213 2.274517 -6.234527 -0.32 -0.20 -0.13
C -8.156403 -5.715023 0.846723 1.01 0.97 1.80
O -7.677293 -6.995663 1.135083 0.20 -2.52 0.59
C -7.472853 -7.342853 2.453783 -1.82 2.75 1.18
O -7.784383 -6.695613 3.479823 0.88 -1.38 -3.59
O -6.923403 -8.501753 2.532253 1.25 -3.10 -0.16
C -6.709203 -9.432593 1.386583 -0.63 1.32 0.00
H -7.290763 -5.169113 1.221893 -0.51 1.42 -0.37
H -8.994263 -5.546953 1.523383 -0.29 0.51 -0.56
H -8.300673 -5.532803 -0.218207 -0.20 -0.48 0.25
H -6.322763 -10.392343 1.729563 0.06 0.51 0.52
H -6.041393 -8.963353 0.664133 0.09 -0.08 0.20
H -7.661753 -9.607703 0.886493 -0.04 0.09 0.14
C 6.585017 0.746107 7.112243 0.96 0.53 0.95
O 5.245037 0.932697 7.648913 1.04 -1.72 -0.46
C 4.640237 2.088387 7.451733 0.58 1.56 -1.54
O 5.129927 3.051177 6.856603 -1.39 -1.61 1.44
O 3.399777 1.943177 7.958353 0.73 -0.60 -0.34
C 2.539327 3.036777 7.939433 -0.19 2.50 0.58
H 7.080087 -0.197183 7.342933 -1.36 -0.70 0.50
H 7.234677 1.391657 7.703263 0.02 0.70 -0.69
H 6.740147 0.804927 6.034953 -0.72 0.81 0.06
H 2.578147 3.666397 7.050513 -0.12 -0.73 -0.58
H 2.855917 3.775467 8.675783 0.20 -0.10 0.47
H 1.517977 2.794027 8.232733 0.26 -0.65 -0.41
C 1.573107 0.873107 1.194203 0.52 -0.01 -0.17
O 0.443917 0.036467 1.001463 -1.29 -1.80 -0.36
C 0.212157 -0.739843 -0.120917 0.03 0.68 0.37
O 0.924207 -0.815373 -1.080477 0.41 0.07 -0.04
O -0.970243 -1.370573 0.007243 -0.63 0.31 0.00
C -1.454153 -2.309953 -1.030167 1.24 -0.25 0.63
H 1.652287 1.535397 0.332113 0.24 0.28 0.39
H 2.529097 0.397507 1.413293 0.02 -0.91 -0.93
H 1.473957 1.340637 2.173843 -0.95 0.62 -0.41
H -2.233443 -2.921613 -0.575547 0.31 0.20 0.40
H -0.587533 -2.919873 -1.285267 -0.22 -0.16 -0.15
H -1.893313 -1.933513 -1.954027 0.35 0.98 0.27
C 4.252537 0.444707 -5.297527 -0.29 -1.06 1.56
O 3.116367 0.929697 -5.998277 1.14 -0.83 -0.43
C 2.642147 2.108987 -5.692697 0.96 2.92 1.90
O 3.262077 3.040507 -5.092677 -2.64 -3.50 -2.39
O 1.362817 2.154307 -6.095217 -0.26 1.72 0.12
C 0.612787 1.018727 -6.541177 0.23 -0.54 0.10
H 4.111787 0.648977 -4.236127 0.24 0.58 0.00
H 5.260527 0.730937 -5.597747 -0.45 0.36 -0.50
H 4.121837 -0.637423 -5.299137 0.35 -0.05 -0.59
H -0.368613 1.304007 -6.920067 0.28 0.77 0.11
H 0.407047 0.376877 -5.684557 0.32 -0.26 -0.10
H 1.118177 0.495197 -7.352717 0.12 -0.10 0.27
C 12.484877 1.266757 0.713543 0.47 -0.44 0.77
O 11.480057 0.312467 1.208403 -1.20 0.33 -0.97
C 10.265467 0.269517 0.571433 0.15 0.11 -1.51
O 9.940137 1.019447 -0.337147 0.20 -1.38 1.66
O 9.542607 -0.809123 1.040703 1.82 1.00 1.44
C 8.533147 -1.401173 0.286603 -1.14 0.74 -2.52
H 12.561907 2.126307 1.379373 -0.50 -0.01 0.00
H 12.453557 1.615677 -0.318627 -0.84 -0.41 0.06
H 13.423907 0.729027 0.844593 -0.09 -0.12 -0.07
H 8.959607 -1.971083 -0.538887 0.19 -0.18 0.07
H 7.917947 -0.641643 -0.195827 0.08 0.31 -0.09
H 7.777787 -2.030563 0.757133 0.84 0.03 1.15
O -1.373513 5.527137 2.495293 0.47 0.05 -2.11
C -1.278253 5.750907 1.291273 -0.89 0.73 3.75
C -2.330933 5.397397 0.275973 1.65 0.60 -1.05
C -1.479393 5.501257 -0.999757 0.94 0.61 -0.10
C -0.386963 6.572507 -0.626977 0.58 -0.94 0.68
O -0.292073 6.522477 0.804453 -0.79 -0.47 0.38
H -2.727403 4.421977 0.557883 -0.43 0.37 -0.41
H -3.000663 6.251887 0.178963 -0.63 -0.39 0.75
H -0.942413 4.563767 -1.144147 -0.19 0.01 -0.49
H -1.988833 5.867327 -1.891137 -0.15 -0.58 0.00
H 0.630167 6.252757 -0.853477 -0.20 0.17 -1.10
H -0.534583 7.618117 -0.897177 -0.34 -0.20 -0.31
O 0.577377 -7.025013 1.334683 -0.19 0.33 0.60
C 1.097147 -6.411693 2.235993 -2.19 -1.41 -2.04
C 2.518917 -6.164033 2.329253 1.51 -1.56 -1.76
C 2.701177 -5.328013 3.463783 1.69 1.93 2.25
C 1.327917 -5.162473 4.090533 0.47 0.70 -0.38
O 0.403277 -5.905193 3.268603 0.61 0.07 0.57
H 2.995587 -7.127473 2.509983 0.03 -0.17 -0.59
H 2.918057 -5.696033 1.429393 -0.20 -0.54 -0.24
H 3.405937 -5.763183 4.172323 0.00 0.19 0.10
H 3.133237 -4.387213 3.122723 -0.13 0.26 0.49
H 1.424907 -5.547573 5.105623 -1.03 0.32 0.01
H 1.093077 -4.108263 3.943603 -0.58 -0.10 0.97
O -6.028263 -6.336353 -6.376077 -0.05 1.30 -0.05
C -6.544533 -7.315183 -5.927787 2.47 1.14 -0.59
C -6.166033 -7.950193 -4.649147 0.03 -1.54 1.15
C -6.597553 -9.398133 -4.864377 -1.57 -0.71 -0.57
C -7.697903 -9.262293 -5.969677 -0.30 1.21 1.01
O -7.324873 -8.047683 -6.672337 -1.38 -1.70 -0.81
H -5.102363 -7.997153 -4.415667 0.02 0.82 -0.47
H -6.638963 -7.456093 -3.800457 -0.25 -0.09 -0.05
H -5.778963 -10.028383 -5.211937 0.00 0.05 0.17
H -7.093803 -9.822763 -3.991717 0.40 -0.26 0.04
H -7.979813 -10.044003 -6.675057 0.85 -0.05 0.00
H -8.630173 -8.996203 -5.471537 -0.21 -0.18 0.17
C -5.958943 0.879067 5.778593 -0.99 1.49 -0.16
C -6.064893 -0.571963 5.881733 0.89 -2.50 -0.86
C -5.117183 -1.011663 4.744743 1.70 -0.94 -0.10
O -5.191873 -0.035493 3.707423 -0.72 0.94 0.84
C -5.990243 1.038837 4.288913 -0.30 0.16 -1.74
H -5.044103 1.307777 6.187733 -0.03 -0.13 0.17
H -6.846203 1.350817 6.200883 0.20 0.37 0.21
H -6.995513 -0.960773 5.468373 -0.59 0.41 0.58
H -5.891383 -1.030043 6.855463 0.20 0.01 -0.13
H -5.276583 -2.023533 4.372153 -0.88 0.04 -0.30
H -4.047583 -1.090273 4.939403 0.22 0.34 1.01
H -6.971493 0.886727 3.839343 -0.56 -0.02 0.53
H -5.740883 2.038547 3.933253 0.86 -0.16 -0.07